DFT (ωB97M-V with the def2-TZVPD basis set) results for the molecule CCl3P at a distorted geometry.

The geometry in XYZ format:
```
5
CCl3P | the Open Molecules 2025 dataset | ωB97M-V with the def2-TZVPD basis set
C -0.02 -0.25 -0.46
P 1.07 -0.25 0.85
Cl 0.57 -0.85 -1.95
Cl -1.52 0.59 -0.68
Cl -0.09 0.77 2.24
```

Calculated values
Orbital gap = 8.6420 eV
LUMO = -0.0251 Eh
Energy relative to the best compared isomer or geometry (same formula, charge and spin) = 0.0 kcal per mole
HOMO energy = -9.33 eV
Net charge = 0

DFT (ωB97M-V with the def2-TZVPD basis set) results for the molecule C4H7NO at a distorted geometry.

The geometry in XYZ format:
```
13
C4H7NO | the Open Molecules 2025 dataset | ωB97M-V with the def2-TZVPD basis set
C -0.93 0.30 1.61
N 0.50 0.88 -0.02
C -0.86 0.41 0.09
C 1.31 0.12 -0.60
C 1.08 -0.88 -1.65
O 2.03 -1.38 -2.21
H -1.98 0.32 1.86
H -0.39 1.09 2.17
H -0.45 -0.66 1.87
H -1.24 -0.56 -0.36
H -1.46 1.19 -0.38
H 2.36 0.24 -0.46
H 0.03 -1.07 -1.92
```

Calculated values
Orbital gap = 9.4960 eV
LUMO = -0.0088 Eh
Energy relative to the best compared isomer or geometry (same formula, charge and spin) = 56.8 kcal per mole
HOMO energy = -9.73 eV
Net charge = 0

DFT (ωB97M-V with the def2-TZVPD basis set) results for a structure of composition C15H23PdS4 at a distorted geometry.

The geometry in XYZ format:
```
43
C15H23PdS4 | the Open Molecules 2025 dataset | ωB97M-V with the def2-TZVPD basis set
Pd 0.08 0.06 0.13
C -1.12 -2.59 1.40
C -1.29 -1.73 2.66
S -0.40 -0.12 2.57
C -1.73 1.15 2.60
C -1.60 2.27 1.55
S -2.31 1.75 -0.06
C -1.28 2.54 -1.32
C -1.13 1.63 -2.54
S -0.13 0.10 -2.32
C -1.33 -1.26 -2.56
C -1.24 -2.36 -1.50
S -1.88 -1.67 0.05
H -1.62 -3.55 1.55
H -0.07 -2.76 1.18
H -0.87 -2.25 3.52
H -2.34 -1.53 2.87
H -1.70 1.60 3.59
H -2.69 0.63 2.50
H -0.56 2.56 1.42
H -2.15 3.14 1.91
H -0.30 2.77 -0.89
H -1.73 3.48 -1.64
H -0.64 2.19 -3.34
H -2.11 1.33 -2.93
H -1.13 -1.69 -3.54
H -2.33 -0.83 -2.58
H -0.22 -2.69 -1.35
H -1.85 -3.21 -1.80
C 2.30 -0.03 0.10
C 2.29 1.27 0.72
C 2.15 2.44 -0.06
C 2.07 3.69 0.53
C 2.15 3.82 1.91
C 2.37 2.68 2.70
C 2.44 1.43 2.11
H 2.60 -0.89 0.67
H 2.50 -0.08 -0.96
H 2.11 2.34 -1.14
H 1.96 4.57 -0.09
H 2.10 4.79 2.37
H 2.48 2.78 3.77
H 2.62 0.56 2.72
```

Calculated values
Orbital gap (alpha / beta) = 6.5983 / 6.3739 eV
LUMO (alpha / beta) = -0.1315 / -0.1498 Eh
Energy relative to the best compared isomer or geometry (same formula, charge and spin) = 9.4 kcal per mole
HOMO energy (alpha / beta) = -10.18 / -10.45 eV
Net charge = +1

DFT (ωB97M-V with the def2-TZVPD basis set) results for a cluster of 14 separate species, C5H38N2O14 in total at a distorted geometry.

The geometry in XYZ format:
```
59
C5H38N2O14 | the Open Molecules 2025 dataset | ωB97M-V with the def2-TZVPD basis set
O 1.24 1.28 -4.20
C 0.43 1.49 -3.34
C -0.07 0.34 -2.45
C -0.19 0.96 -1.04
C -1.58 1.49 -0.80
N 0.87 -0.80 -2.54
C 0.46 -1.70 -3.68
N 1.53 -1.85 -4.64
H 0.01 2.50 -3.24
H -1.06 0.07 -2.74
H 0.16 0.27 -0.28
H 0.59 1.71 -0.85
H -2.31 0.68 -0.84
H -1.92 2.27 -1.48
H -1.71 1.95 0.18
H 1.76 -0.43 -2.78
H -0.46 -1.41 -4.20
H 0.34 -2.68 -3.22
H 1.89 -0.97 -5.05
H 2.23 -2.54 -4.34
H 2.88 2.70 -0.41
H 4.34 3.00 -0.95
O 3.69 2.33 -0.67
H -4.87 -0.83 -1.44
H -3.95 -0.36 -2.53
O -3.96 -0.51 -1.60
H 4.40 0.07 -1.12
H 4.54 -0.13 0.29
O 4.41 -0.64 -0.50
H -2.45 -0.08 3.14
H -3.20 1.25 3.36
O -2.40 0.80 3.63
H -4.27 0.30 1.65
H -4.91 1.58 1.17
O -4.50 1.18 1.93
H -2.37 -2.10 -1.44
H -0.98 -2.34 -1.99
O -1.54 -2.54 -1.23
H -0.78 -3.39 1.40
H -0.76 -2.18 0.39
O -0.68 -2.41 1.37
H 1.10 -2.33 4.11
H 1.49 -1.40 3.03
O 1.38 -1.42 3.97
H 3.01 -1.59 0.46
H 1.59 -1.98 0.77
O 2.39 -1.79 1.25
H 0.66 1.78 4.00
H -0.68 1.58 3.34
O 0.16 2.06 3.19
H 2.37 0.78 3.33
H 3.36 0.84 4.43
O 2.85 1.39 3.85
H -3.29 -1.93 3.06
H -2.39 -1.99 1.75
O -3.20 -1.55 2.15
H 2.02 2.58 1.35
H 0.89 3.39 1.94
O 1.41 3.23 1.10
```

Calculated values
Orbital gap = 8.7352 eV
LUMO = -0.0090 Eh
Energy relative to the best compared isomer or geometry (same formula, charge and spin) = 101.5 kcal per mole
HOMO energy = -8.98 eV
Net charge = 0